Formula: C5H9NO
Source: the OMol25 dataset
Level of theory: ωB97M-V with the def2-TZVPD basis set

* molar mass: 99.13 g/mol
* ΔE to the lowest compared entry with this formula, charge and spin: 137.4 kcal/mol
* frontier orbital gap: 8.8541 eV

Atoms and positions in Å:
O1 2.198 1.192 1.625
C1 1.513 0.669 0.514
C2 0.195 -1.736 -0.319
C3 -0.461 -0.427 -0.340
C4 -1.389 -0.073 -1.443
N1 -1.821 -1.018 -0.420
C5 -0.004 0.553 0.712
H1 2.153 0.521 2.317
H2 1.739 1.316 -0.341
H3 1.883 -0.342 0.269
H4 0.219 -2.116 -1.360
H5 -1.272 -0.518 -2.429
H6 -1.823 0.926 -1.428
H7 -2.429 -0.612 0.290
H8 -0.503 1.526 0.641
H9 -0.197 0.139 1.711


Formula: C5H9NO
Source: the OMol25 dataset
Level of theory: ωB97M-V with the def2-TZVPD basis set

* molar mass: 99.13 g/mol
* ΔE to the lowest compared entry with this formula, charge and spin: 41.9 kcal/mol
* frontier orbital gap: 8.6540 eV

Atoms and positions in Å:
C1 0.726 1.924 -0.428
C2 0.698 0.525 0.118
C3 0.149 -0.151 1.223
C4 0.720 -1.445 1.336
C5 1.744 -1.408 0.409
N1 1.659 -0.340 -0.418
H1 0.002 2.551 0.196
H2 0.542 2.043 -1.433
H3 1.657 2.415 -0.096
H4 -0.618 0.303 1.793
H5 0.182 -2.320 1.746
H6 2.431 -2.222 0.279
H7 2.243 -0.331 -1.221
O1 -4.340 0.335 -1.379
H8 -3.514 0.818 -1.141
H9 -4.039 -0.230 -2.110


Formula: C5H9NO
Source: the OMol25 dataset
Level of theory: ωB97M-V with the def2-TZVPD basis set

* molar mass: 99.13 g/mol
* ΔE to the lowest compared entry with this formula, charge and spin: 90.6 kcal/mol
* frontier orbital gap: 8.9696 eV

Atoms and positions in Å:
C1 1.557 -1.278 0.239
C2 0.258 -0.580 -0.130
C3 -0.908 -0.610 0.901
C4 -1.403 0.773 0.400
C5 -0.094 0.890 -0.314
N1 0.214 1.691 -1.284
O1 -0.528 2.570 -1.807
H1 1.320 -2.342 0.377
H2 2.002 -0.917 1.170
H3 2.302 -1.223 -0.562
H4 -0.036 -0.962 -1.119
H5 -1.607 -1.451 0.872
H6 -0.514 -0.528 1.920
H7 -1.553 1.553 1.152
H8 -2.290 0.728 -0.243
H9 1.178 1.611 -1.639


no.,calculated total energy (eV),HOMO energy (eV)
1,-8863.2554,-8.668
2,-8867.3968,-7.960
3,-8865.2840,-8.301